This record from the OMol25 dataset describes a structure of composition C14H36AlCl2OP3. The level of theory is ωB97M-V/def2-TZVPD.

Element x y z (Å)
C (-1.416, -0.049, -2.722)
C (-1.384, -0.192, -1.239)
H (-2.456, 0.108, -3.031)
H (-1.018, -0.960, -3.194)
H (-0.804, 0.797, -3.067)
O (-2.359, -0.479, -0.551)
Cl (1.831, 0.081, -1.925)
Al (0.466, 0.047, -0.232)
P (0.346, -2.435, 0.003)
C (-0.718, -3.410, 1.118)
C (0.078, -3.307, -1.572)
H (0.302, -4.373, -1.424)
H (2.096, -4.084, 0.361)
H (0.729, -2.890, -2.351)
H (2.782, -2.462, 0.005)
H (-1.776, -3.254, 0.867)
H (-0.971, -3.189, -1.875)
C (2.001, -3.006, 0.551)
H (-0.474, -4.475, 0.983)
H (2.113, -2.809, 1.626)
H (-0.539, -3.136, 2.166)
P (0.096, 2.485, -0.194)
C (-0.975, 3.394, 0.969)
C (1.727, 3.250, 0.164)
H (0.339, 2.873, -2.571)
H (-0.270, 4.324, -1.702)
H (-1.373, 2.954, -2.052)
C (-0.345, 3.232, -1.792)
H (2.525, 2.674, -0.322)
H (1.724, 4.277, -0.227)
H (-0.858, 4.476, 0.798)
H (-0.688, 3.164, 2.004)
H (1.902, 3.264, 1.247)
H (-2.026, 3.122, 0.811)
Cl (1.625, 0.224, 1.643)
C (-4.397, 1.550, 1.693)
C (-3.250, 1.496, 2.707)
P (-2.009, 0.170, 2.346)
C (-0.957, 0.295, 3.875)
C (-0.187, -0.965, 4.274)
C (-3.045, -1.325, 2.719)
C (-3.986, -1.252, 3.923)
H (-4.028, 1.771, 0.680)
H (-5.103, 2.348, 1.976)
H (-4.949, 0.602, 1.650)
H (-2.723, 2.460, 2.712)
H (-3.636, 1.327, 3.725)
H (-0.230, 1.085, 3.629)
H (-1.595, 0.661, 4.693)
H (0.443, -1.344, 3.459)
H (0.503, -0.700, 5.084)
H (-0.842, -1.768, 4.630)
H (-3.617, -1.519, 1.797)
H (-2.356, -2.172, 2.834)
H (-4.800, -0.530, 3.782)
H (-4.457, -2.236, 4.052)
H (-3.464, -0.999, 4.855)

Properties
**HOMO energy (spin up / spin down)**: -0.5875 / -0.5726 hartree
**Total charge**: +2

This record from the OMol25 dataset describes a structure of composition C14H36BBeF4N2O6. The level of theory is ωB97M-V/def2-TZVPD.

Element x y z (Å)
Be (0.307, -0.307, -1.220)
B (-2.798, -0.435, -4.849)
F (-3.109, -0.742, -3.575)
F (-3.646, 0.566, -5.268)
F (-1.472, 0.071, -4.884)
F (-2.909, -1.478, -5.660)
C (2.228, -2.579, 1.690)
O (2.169, -1.163, 1.447)
C (3.473, -0.704, 1.709)
C (3.467, 0.768, 1.908)
N (2.965, 1.436, 0.708)
C (2.392, 2.855, 0.974)
C (1.757, 3.656, -0.183)
O (0.777, 2.640, -0.670)
C (-0.001, 3.239, -1.680)
H (3.131, -3.104, 1.379)
H (1.501, -3.171, 1.134)
H (2.075, -2.852, 2.734)
H (4.091, -0.851, 0.823)
H (3.844, -0.975, 2.697)
H (4.435, 1.134, 2.249)
H (2.805, 0.832, 2.772)
H (3.780, 1.561, 0.126)
H (3.202, 3.502, 1.309)
H (1.668, 2.810, 1.787)
H (2.517, 3.822, -0.947)
H (1.349, 4.547, 0.294)
H (-0.282, 4.210, -1.274)
H (-0.913, 2.653, -1.799)
H (0.489, 3.361, -2.646)
C (-3.562, -3.279, -0.201)
O (-2.785, -2.357, 0.700)
C (-3.605, -1.901, 1.781)
C (-2.748, -1.152, 2.835)
N (-2.296, 0.185, 2.389)
C (-3.564, 0.970, 2.301)
C (-3.227, 2.479, 2.468)
O (-2.272, 2.690, 3.443)
C (-2.184, 4.075, 3.754)
H (-4.570, -2.938, -0.441)
H (-3.585, -4.198, 0.385)
H (-2.999, -3.423, -1.123)
H (-4.138, -2.652, 2.364)
H (-4.425, -1.339, 1.333)
H (-1.945, -1.860, 3.038)
H (-3.223, -1.147, 3.816)
H (-2.038, 0.564, 3.290)
H (-4.253, 0.694, 3.099)
H (-3.919, 0.802, 1.284)
H (-4.114, 3.090, 2.637)
H (-2.914, 2.847, 1.491)
H (-1.758, 4.621, 2.912)
H (-1.382, 4.237, 4.474)
H (-3.038, 4.621, 4.155)
C (3.512, -2.523, -5.053)
C (3.627, -3.775, -4.117)
O (2.466, -3.936, -3.299)
O (3.537, -1.462, -4.087)
H (2.566, -2.658, -5.578)
H (4.326, -2.404, -5.768)
H (4.390, -3.796, -3.339)
H (4.032, -4.575, -4.737)
H (2.470, -4.853, -3.014)
H (4.327, -0.950, -4.274)

Properties
**HOMO energy**: -0.4541 hartree
**Total charge**: +1

This record from the OMol25 dataset describes a structure of composition C14H36BrClGaO9P2. The level of theory is ωB97M-V/def2-TZVPD.

Element x y z (Å)
O (4.134, 1.262, -3.965)
C (4.076, -0.138, -3.669)
C (2.748, -0.798, -4.053)
Ga (1.118, 0.356, -3.762)
Cl (-0.700, -0.915, -4.235)
Br (1.071, 2.270, -5.239)
H (4.688, 1.396, -4.734)
H (4.235, -0.264, -2.597)
H (4.871, -0.631, -4.242)
H (2.671, -1.710, -3.455)
H (2.798, -1.047, -5.118)
H (0.967, 0.896, -2.278)
O (2.461, -2.607, -0.188)
P (2.088, -2.983, 1.189)
O (1.857, -4.602, 1.139)
C (2.982, -5.451, 0.922)
C (3.865, -5.566, 2.154)
O (0.557, -2.450, 1.269)
C (0.050, -1.441, 0.369)
C (-0.750, -2.063, -0.751)
O (2.310, -2.849, 2.785)
C (1.255, -2.893, 3.753)
C (0.467, -4.182, 3.792)
H (3.558, -5.089, 0.066)
H (2.583, -6.432, 0.662)
H (4.348, -4.614, 2.382)
H (4.644, -6.314, 1.997)
H (3.276, -5.846, 3.027)
H (0.858, -0.827, -0.023)
H (-0.591, -0.784, 0.961)
H (-0.201, -2.864, -1.245)
H (-1.009, -1.312, -1.495)
H (-1.674, -2.502, -0.363)
H (0.600, -2.032, 3.634)
H (1.756, -2.764, 4.715)
H (-0.144, -4.309, 2.901)
H (-0.201, -4.173, 4.656)
H (1.127, -5.046, 3.870)
O (-0.953, 2.023, -0.283)
P (-1.722, 3.139, 0.294)
O (-3.164, 2.486, 0.715)
C (-3.204, 1.544, 1.784)
C (-3.051, 2.207, 3.144)
O (-2.135, 3.976, -1.036)
C (-1.423, 3.848, -2.285)
C (-2.159, 2.934, -3.235)
O (-1.797, 4.447, 1.244)
C (-2.591, 5.604, 0.962)
C (-4.081, 5.362, 0.879)
H (-2.432, 0.784, 1.636)
H (-4.173, 1.049, 1.723)
H (-2.053, 2.633, 3.263)
H (-3.209, 1.480, 3.943)
H (-3.765, 3.022, 3.260)
H (-0.404, 3.501, -2.123)
H (-1.356, 4.851, -2.712)
H (-2.409, 1.985, -2.762)
H (-1.554, 2.736, -4.121)
H (-3.100, 3.391, -3.554)
H (-2.221, 6.106, 0.070)
H (-2.397, 6.284, 1.795)
H (-4.346, 4.782, -0.002)
H (-4.602, 6.320, 0.817)
H (-4.443, 4.823, 1.754)

Properties
**HOMO energy**: -0.1852 hartree
**Total charge**: -1

This record from the OMol25 dataset describes a structure of composition C14H36Cl2N3PSc. The level of theory is ωB97M-V/def2-TZVPD.

Element x y z (Å)
Sc (-0.242, 0.735, 0.085)
Cl (1.878, 0.543, 1.137)
Cl (-1.822, 0.080, -1.550)
H (0.824, 0.935, -1.381)
H (-0.457, -1.046, 0.571)
P (1.429, -2.636, -0.935)
C (2.090, -3.449, 0.565)
C (0.300, -3.753, -1.863)
C (2.831, -1.890, -1.851)
C (1.203, -3.185, 1.798)
H (3.046, -2.917, 0.730)
C (2.381, -4.931, 0.326)
H (1.462, -5.506, 0.148)
H (2.873, -5.336, 1.221)
H (3.051, -5.078, -0.531)
H (1.180, -2.111, 2.020)
H (1.622, -3.711, 2.667)
H (0.169, -3.523, 1.643)
H (3.318, -1.308, -1.043)
C (2.408, -0.882, -2.941)
C (3.810, -2.958, -2.350)
H (4.364, -3.409, -1.519)
H (4.534, -2.485, -3.026)
H (3.301, -3.762, -2.897)
H (1.327, -0.694, -2.958)
H (2.721, -1.217, -3.941)
H (2.887, 0.085, -2.737)
C (-0.948, -3.995, -0.994)
H (0.867, -4.692, -2.013)
C (-0.107, -3.154, -3.217)
H (-0.730, -4.582, -0.092)
H (-1.706, -4.533, -1.581)
H (-1.379, -3.028, -0.690)
H (-0.628, -2.196, -3.061)
H (-0.809, -3.839, -3.715)
H (0.751, -2.995, -3.881)
C (-2.180, 3.235, 3.639)
N (-2.202, 3.990, 2.396)
C (-2.448, 5.412, 2.528)
C (-1.639, 3.419, 1.305)
N (-1.119, 2.188, 1.376)
N (-1.556, 4.087, 0.123)
C (-2.554, 5.048, -0.321)
C (-0.711, 3.514, -0.913)
H (-2.683, 3.836, 4.395)
H (-1.149, 3.023, 3.959)
H (-2.704, 2.283, 3.509)
H (-1.664, 6.027, 2.079)
H (-3.417, 5.704, 2.115)
H (-2.469, 5.629, 3.596)
H (-1.152, 1.827, 2.333)
H (-2.301, 6.070, -0.005)
H (-2.542, 5.012, -1.416)
H (-3.569, 4.792, 0.019)
H (0.286, 3.300, -0.505)
H (-1.162, 2.594, -1.327)
H (-0.618, 4.243, -1.717)

Properties
**HOMO energy**: -0.0901 hartree
**Total charge**: -1

The records above give, respectively, maximum force values of 4.16; 4.45; 6.40; 3.80 eV Å⁻¹.